1.
Entry from the OMol25 dataset: C33H46I2N9O3PTl as an isolated structure (the ωB97M-V functional and the def2-TZVPD basis).

Last column: Mulliken charge in e.
Atoms and positions in Å:
Tl1 -0.00374 0.64651 1.23644  1.532
O1 -4.35770 0.71651 0.85797  -0.783
C1 -3.18018 0.37593 0.97768  0.380
N1 -2.08264 0.99494 0.53551  0.013
C2 -2.18823 2.05793 -0.39067  -0.324
C3 -3.16345 2.06260 -1.38237  -0.293
C4 -3.18681 3.05765 -2.34933  -1.050
C5 -2.22579 4.05342 -2.32455  -0.629
C6 -1.23759 4.06074 -1.34948  -0.291
C7 -1.19870 3.06898 -0.35964  -0.006
N2 -0.26014 2.95428 0.66177  -0.033
C8 0.59381 3.93778 0.96110  0.535
O2 0.79105 5.00175 0.36291  -0.786
C9 1.44177 3.69949 2.19491  0.061
C10 2.74523 4.19200 2.18192  -0.637
C11 3.54616 3.99770 3.28729  -0.438
C12 2.99583 3.37900 4.40195  -0.631
C13 1.68031 2.95947 4.33288  -0.441
N3 0.91447 3.07495 3.24707  -0.161
C14 -2.90607 -0.96894 1.62429  0.350
C15 -3.97902 -1.77163 1.99743  -0.746
C16 -3.71692 -3.03673 2.48942  -0.535
C17 -2.39641 -3.45488 2.59735  -0.712
C18 -1.39271 -2.57849 2.21727  -0.465
N4 -1.64299 -1.36276 1.73966  0.632
H1 -3.92646 1.29792 -1.37568  0.776
H2 -3.95966 3.05270 -3.10862  0.382
H3 -2.23837 4.84129 -3.06939  0.352
H4 -0.48935 4.83568 -1.32312  0.537
H5 3.09609 4.69122 1.29090  0.453
H6 4.57947 4.31923 3.28402  0.404
H7 3.57271 3.21315 5.30195  0.402
H8 1.21928 2.49551 5.20032  0.697
H9 -4.97692 -1.37696 1.87411  0.578
H10 -4.52869 -3.69183 2.78088  0.407
H11 -2.14127 -4.43757 2.97090  0.465
H12 -0.34503 -2.83656 2.29760  0.253
N5 -0.15131 0.13906 3.88998  -0.238
C19 0.97617 -0.10291 4.80075  -0.791
C20 1.45158 -1.54715 4.96574  -0.651
C21 2.44330 -2.04827 3.91597  -0.785
N6 1.78308 -2.58977 2.72837  -0.254
H13 -0.49664 1.08328 4.04238  0.291
H14 -0.91807 -0.50264 4.04880  0.146
H15 0.73582 0.28150 5.80063  0.357
H16 1.82020 0.48621 4.43497  0.338
H17 0.60939 -2.24291 5.06726  0.349
H18 1.96711 -1.56499 5.93138  0.409
H19 3.11990 -2.77982 4.37438  0.375
H20 3.06544 -1.20706 3.60980  0.255
H21 1.61486 -3.58091 2.86341  0.309
H22 2.37727 -2.50070 1.91214  -0.109
O3 0.22727 -0.80246 -0.85157  0.800
P1 0.23279 -0.96688 -2.33263  -1.161
N7 -1.29389 -1.17842 -2.89684  0.735
C22 -2.45721 -1.18460 -1.99624  0.203
C23 -3.63017 -1.26604 -2.96474  -0.819
C24 -3.07364 -2.12388 -4.10176  -0.758
C25 -1.64120 -1.60998 -4.24992  -0.535
N8 1.06178 -2.33627 -2.83624  -0.075
C26 2.52804 -2.38473 -2.70470  -0.360
C27 2.83119 -3.10884 -1.37106  -0.513
C28 1.47489 -3.69077 -0.92475  0.028
C29 0.60305 -3.56871 -2.17599  -0.815
N9 0.87297 0.31180 -3.17092  0.055
C30 2.13994 0.90552 -2.65482  -0.489
C31 1.87661 2.40705 -2.59670  0.136
C32 0.85914 2.61126 -3.71236  -1.064
C33 -0.05985 1.41389 -3.53071  0.474
H23 -2.46840 -0.28737 -1.37752  -0.489
H24 -2.43709 -2.05478 -1.32778  0.000
H25 -3.87138 -0.26563 -3.33289  0.313
H26 -4.52267 -1.68223 -2.49841  0.423
H27 -3.64142 -2.04100 -5.02828  0.424
H28 -3.06315 -3.17583 -3.80437  0.298
H29 -1.60105 -0.77006 -4.95234  0.238
H30 -0.94704 -2.37377 -4.60472  0.344
H31 2.96610 -1.39342 -2.74861  0.041
H32 2.92606 -2.95374 -3.54939  0.287
H33 3.23838 -2.41302 -0.63589  0.215
H34 3.57331 -3.89227 -1.52917  0.413
H35 1.04271 -3.06353 -0.14634  -0.524
H36 1.54869 -4.71637 -0.55827  0.642
H37 -0.46689 -3.52744 -1.96576  0.296
H38 0.78265 -4.40498 -2.86139  0.382
H39 2.95965 0.67836 -3.34118  0.211
H40 2.38841 0.50916 -1.67006  0.271
H41 2.79105 2.98500 -2.72553  0.546
H42 1.44004 2.67779 -1.63205  -0.591
H43 1.35015 2.56867 -4.68914  0.414
H44 0.31048 3.54800 -3.63223  0.440
H45 -0.61948 1.16200 -4.43244  0.020
H46 -0.77344 1.62088 -2.72667  -0.460
I1 2.76590 0.54288 1.26866  -0.562
I2 5.92720 0.44988 1.31504  -0.679

For the HOMO energy, the calculation gives -0.153 Eh. The calculation puts the energy above the lowest of the compared OMol25 structures with the same formula, charge and spin at 0.255 eV. The net charge is -1. For the LUMO energy, the calculation gives 0.0757 Ha. For the frontier orbital gap, the calculation gives 6.21 eV.

2.
Entry from the OMol25 dataset: C33H46MgOP2Si as an isolated structure (the ωB97M-V functional and the def2-TZVPD basis).

Last column: Mulliken charge in e.
Atoms and positions in Å:
P1 0.13401 -1.56579 -2.03064  0.934
P2 -0.03806 1.70896 -1.97032  0.751
C1 -0.13690 -0.61204 -3.58085  0.221
C2 0.35204 0.84183 -3.52653  0.367
H1 -1.20345 -0.64712 -3.84612  0.459
H2 0.38809 -1.13246 -4.38724  -0.883
H3 1.43594 0.89518 -3.70631  0.452
H4 -0.11666 1.42049 -4.32735  -1.121
C3 -1.73401 2.36261 -2.14332  -1.378
H5 -1.95963 2.93796 -1.23693  0.415
H6 -2.44967 1.53460 -2.20365  0.397
H7 -1.84713 3.00750 -3.02034  0.416
C4 1.05280 3.14127 -1.79388  -1.312
H8 0.94879 3.85079 -2.62268  0.407
H9 2.08800 2.78733 -1.73267  0.366
H10 0.79748 3.63236 -0.84476  0.353
C5 -0.94630 -3.02984 -2.15940  -1.290
H11 -0.75938 -3.64752 -1.27393  0.396
H12 -0.77030 -3.61586 -3.06841  0.388
H13 -1.98991 -2.69744 -2.12590  0.338
C6 1.84008 -2.21418 -2.22638  -1.343
H14 2.55005 -1.38214 -2.16990  0.359
H15 1.98504 -2.75812 -3.16742  0.407
H16 2.03940 -2.88252 -1.38232  0.410
Mg1 -0.11809 0.08918 -0.05195  0.489
C7 0.53675 1.66119 -6.60411  -0.158
C8 -0.79431 1.71210 -6.42854  -0.308
C9 -1.79191 1.01340 -7.29712  -0.807
C10 -1.38155 -0.40342 -7.77055  -0.896
C11 -0.70087 -1.26052 -6.73627  -0.234
C12 0.62412 -1.34368 -6.56907  -0.579
C13 1.64556 -0.55177 -7.33090  -0.759
C14 1.23002 0.89617 -7.69261  -0.983
C15 0.13328 -1.77971 1.01676  -1.665
H17 1.20819 2.27907 -5.99290  0.441
H18 -1.24270 2.38389 -5.68770  0.494
H19 -2.01652 1.61203 -8.19712  0.288
H20 -2.73492 0.93888 -6.73402  0.360
H21 -2.30925 -0.91622 -8.06674  0.435
H22 -0.78322 -0.32811 -8.69130  0.357
H23 -1.37942 -1.92176 -6.18133  0.411
H24 1.05848 -2.11450 -5.92239  0.732
H25 1.91767 -1.06573 -8.26845  0.296
H26 2.56233 -0.51722 -6.72276  0.356
H27 2.16064 1.43638 -7.93170  0.436
H28 0.64727 0.89341 -8.62788  0.368
H29 0.86488 -1.46948 1.78098  0.333
H30 0.44550 -2.74988 0.61768  0.533
H31 -0.83731 -1.91069 1.52559  0.377
O1 -0.30875 1.32397 1.42406  -0.130
Si1 -0.39094 1.43674 3.01885  -0.666
C16 -0.44266 3.21678 3.59961  0.727
C17 -1.50192 3.68387 4.38677  -0.209
C18 -1.48679 4.99187 4.89359  -0.686
C19 -0.41868 5.84356 4.57962  -0.440
C20 0.63108 5.38777 3.77281  -0.668
C21 0.60869 4.07907 3.27258  -0.375
C22 -1.92136 0.62449 3.73802  0.310
C23 -2.86891 0.09544 2.85689  -0.416
C24 -3.98904 -0.58747 3.35020  -0.516
C25 -4.18359 -0.71873 4.73136  -0.580
C26 -3.26527 -0.14951 5.62007  -0.789
C27 -2.14022 0.53281 5.12349  0.137
C28 1.09117 0.64464 3.89439  0.737
C29 0.95571 -0.39430 4.82323  -0.040
C30 2.08485 -0.99407 5.40668  -0.678
C31 3.36762 -0.56921 5.04393  -0.436
C32 3.51206 0.45620 4.10523  -0.669
C33 2.38026 1.05339 3.53482  -0.319
H32 -2.32676 3.01603 4.63960  0.339
H33 -2.30341 5.32444 5.54342  0.376
H34 -0.39839 6.85776 4.98900  0.346
H35 1.47605 6.04229 3.54364  0.361
H36 1.43093 3.72136 2.65132  0.167
H37 -2.72915 0.21146 1.77980  0.033
H38 -4.71063 -1.01382 2.64951  0.369
H39 -5.04948 -1.26278 5.11436  0.373
H40 -3.40616 -0.22497 6.70169  0.380
H41 -1.43392 0.98540 5.82042  0.616
H42 -0.03860 -0.76682 5.08761  0.375
H43 1.95271 -1.79289 6.13771  0.375
H44 4.24951 -1.03874 5.49161  0.348
H45 4.50834 0.79464 3.81132  0.364
H46 2.50742 1.83252 2.77616  0.057

For the HOMO energy, the calculation gives -0.242 Eh. For the LUMO energy, the calculation gives 0.0064 Ha. For the frontier orbital gap, the calculation gives 6.75 eV.

3.
Entry from the OMol25 dataset: C33H47AsCuNP2S as an isolated structure (the ωB97M-V functional and the def2-TZVPD basis).

Last column: Mulliken charge in e.
Atoms and positions in Å:
Cu1 1.53600 -0.59358 -0.60485  -0.886
C1 -3.65950 0.66972 3.14985  -1.452
C2 -3.17260 -0.56018 3.92785  2.310
C3 -3.83910 -0.51508 5.30565  -2.404
C4 -3.60690 -1.85398 3.22745  -1.519
C5 -1.65110 -0.55258 4.00035  -0.177
C6 -0.97680 -0.67388 5.21865  -0.290
C7 0.40180 -0.66488 5.30135  -1.208
C8 1.13370 -0.53668 4.13785  0.696
S1 2.85240 -0.44128 3.91555  -0.535
C9 2.56920 -0.29888 2.16355  1.240
N1 1.32450 -0.32388 1.82355  0.673
C10 0.48480 -0.44578 2.88835  -1.715
C11 -0.90480 -0.45358 2.83415  0.515
C12 3.67400 -0.17668 1.24735  0.911
C13 4.97030 -0.01448 1.74575  -1.110
C14 6.03960 0.07782 0.88085  -0.692
C15 5.80740 0.03202 -0.48665  -0.828
C16 4.51900 -0.11048 -0.97155  0.450
C17 3.39800 -0.23718 -0.14405  -0.374
H1 -4.73540 0.61732 2.98885  0.500
H2 -3.17150 0.76232 2.18355  0.089
H3 -3.44570 1.56932 3.72395  0.372
H4 -4.91830 -0.46108 5.17785  0.435
H5 -3.51840 0.36252 5.86175  0.462
H6 -3.61570 -1.40308 5.89175  0.438
H7 -4.68430 -1.86718 3.07025  0.464
H8 -3.33990 -2.70948 3.84505  0.375
H9 -3.10710 -1.95918 2.26845  0.195
H10 -1.53460 -0.76578 6.13475  0.489
H11 0.89530 -0.75368 6.25575  0.435
H12 -1.34960 -0.35218 1.85135  0.324
H13 5.13560 0.03642 2.81635  0.372
H14 7.04740 0.18692 1.26165  0.382
H15 6.64140 0.10442 -1.17215  0.421
H16 4.37350 -0.13818 -2.04585  0.329
C18 1.82170 0.11692 -4.28685  -1.349
P1 0.15400 -0.16268 -3.54355  1.161
C19 -0.86810 0.49692 -4.94245  -1.578
C20 0.03650 -1.96598 -3.87715  0.076
C21 0.09650 -2.53948 -5.13845  -0.718
C22 0.10450 -3.91648 -5.27805  -0.862
C23 0.05220 -4.72718 -4.15765  -0.673
C24 -0.03770 -4.16448 -2.89605  -0.894
C25 -0.06110 -2.78498 -2.74905  -0.041
P2 -0.14810 -1.91398 -1.15425  1.763
C26 -0.21350 -3.26998 0.07915  -1.502
C27 -1.91380 -1.41958 -1.16435  -0.750
H17 1.91910 -0.40558 -5.23805  0.549
H18 2.58130 -0.24608 -3.59695  0.084
H19 1.95350 1.18782 -4.43445  0.432
H20 -0.40450 0.31022 -5.90735  0.444
H21 -0.95890 1.57152 -4.80385  0.422
H22 -1.86340 0.06132 -4.90995  0.387
H23 0.15220 -1.92048 -6.02235  0.322
H24 0.16220 -4.35908 -6.26155  0.396
H25 0.08920 -5.80138 -4.26515  0.406
H26 -0.08390 -4.80278 -2.02775  0.379
H27 -1.09960 -3.89628 -0.02765  0.444
H28 -0.21350 -2.80518 1.06545  0.146
H29 0.69120 -3.87108 -0.00555  0.488
H30 -2.54160 -2.27678 -1.40865  0.577
H31 -2.06530 -0.62058 -1.89095  0.188
H32 -2.15370 -1.04318 -0.17045  -0.096
C28 -2.78020 2.70312 -0.46125  -1.274
C29 -1.46190 2.87722 -1.20405  -0.560
As1 0.00060 1.73252 -0.46425  0.964
C30 0.32790 2.65132 1.25905  -0.428
C31 0.30250 4.16762 1.24005  -1.404
C32 1.55000 2.48972 -1.44545  -0.440
C33 1.36550 3.73562 -2.29925  -1.545
H33 -3.54950 3.34732 -0.88865  0.488
H34 -2.67090 2.96202 0.59305  0.256
H35 -3.13110 1.67112 -0.52115  0.179
H36 -1.18510 3.93202 -1.20835  0.477
H37 -1.58650 2.56902 -2.24715  0.214
H38 1.31390 2.30342 1.58315  0.418
H39 -0.38950 2.28232 1.99865  0.143
H40 1.01800 4.56282 0.52195  0.234
H41 0.56150 4.56632 2.22045  0.468
H42 -0.68890 4.53372 0.98105  0.257
H43 1.93810 1.68252 -2.07285  0.064
H44 2.31420 2.68252 -0.68635  0.555
H45 0.69730 3.54092 -3.13535  0.218
H46 2.32900 4.05432 -2.69935  0.439
H47 0.96510 4.56542 -1.72415  0.384

For the HOMO energy, the calculation gives -0.272 Eh. The calculation puts the energy above the lowest of the compared OMol25 structures with the same formula, charge and spin at 0.049 eV. For the LUMO energy, the calculation gives 0.0172 Ha. For the frontier orbital gap, the calculation gives 7.87 eV.